(1)
Molecular formula: C30H29ClN7O10SW
Method: DFT, wB97M-V/def2-TZVPD

Results
Net charge: -1
Multiplicity: 3
E: -87675.6650 eV
ΔE to the lowest compared entry with this formula, charge and spin: 0.093 eV

The geometry in XYZ format:
```
79
Properties=species:S:1:pos:R:3:forces:R:3
W -0.110 -1.906 1.055 -0.159 0.034 0.214
Cl -1.392 -1.239 -0.924 0.017 -0.042 -0.197
S -0.235 -3.046 3.333 0.017 -0.132 0.197
O 0.820 -3.788 -1.868 0.028 -0.073 -0.083
O -3.241 -4.725 0.989 0.087 0.005 0.200
O -1.342 -3.603 0.674 0.597 0.296 0.091
O 1.210 -0.642 2.523 0.196 0.068 -0.077
O -6.417 -2.485 3.204 0.003 0.011 -0.115
O 0.290 -3.760 -4.034 -0.014 0.007 -0.048
O -5.500 -4.276 2.248 0.144 -0.060 0.074
O -0.225 0.287 1.219 -0.140 -0.221 0.124
O 1.384 -3.132 1.207 -0.426 0.100 -0.006
O 1.345 -1.206 -0.113 -0.104 0.088 -0.027
N 2.554 -3.015 0.575 0.066 -0.034 -0.105
N -4.128 -0.966 2.841 -0.004 0.011 0.038
N -2.234 -1.425 1.876 0.007 -0.134 0.103
N 2.470 -1.948 -0.201 -0.169 -0.163 -0.076
N 0.375 2.785 0.522 0.004 0.117 -0.038
N -2.230 -4.370 -3.678 -0.031 -0.010 0.011
N -1.130 -1.023 5.105 0.004 0.030 -0.009
C 0.927 2.899 1.784 0.005 0.011 -0.089
C 4.558 -2.390 -1.310 0.008 -0.012 -0.014
C -0.286 3.448 -1.676 -0.037 -0.005 -0.004
C 1.057 4.991 -2.956 0.002 -0.013 0.002
C -2.529 -3.726 1.132 -0.160 -0.103 -0.253
C 5.510 -2.011 -2.237 -0.012 0.008 0.005
C 3.232 -0.450 -1.917 -0.009 -0.002 0.002
C -0.057 4.160 -2.855 0.016 0.004 -0.010
C -5.484 -3.021 2.648 0.018 -0.062 0.228
C 1.088 1.749 2.581 0.053 0.035 0.140
C 3.413 -1.602 -1.146 0.065 -0.013 -0.002
C 1.621 1.845 3.865 -0.015 -0.030 -0.034
C 0.696 0.414 2.102 0.054 -0.216 -0.028
C -2.524 0.914 2.844 -0.032 -0.011 0.000
C 1.300 4.132 2.336 -0.011 0.021 -0.031
C 5.347 -0.863 -3.005 -0.001 0.002 0.002
C -0.992 4.042 -4.030 -0.013 -0.006 -0.002
C 1.819 4.207 3.614 0.002 -0.033 0.002
C -3.046 -2.525 1.810 0.034 0.043 0.087
C -0.755 -1.841 4.376 -0.066 0.073 0.033
C -4.236 -2.263 2.416 -0.001 0.035 -0.132
C 0.625 3.568 -0.612 0.037 0.021 0.017
C -1.390 -4.494 -2.481 0.054 -0.018 0.010
C 4.202 -0.095 -2.839 -0.002 -0.001 0.002
C 1.989 3.066 4.392 -0.006 0.032 -0.001
C -1.470 2.535 -1.510 0.000 -0.010 -0.001
C 1.953 5.096 -1.907 0.001 -0.001 -0.001
C 0.017 -3.975 -2.739 0.066 0.064 0.081
C -2.912 -0.483 2.516 -0.029 0.034 -0.148
C 1.750 4.381 -0.740 -0.015 -0.009 0.011
H -1.770 -3.961 -1.618 -0.043 0.059 0.093
H -1.075 3.009 -4.374 0.004 -0.001 0.002
H 6.100 -0.575 -3.727 -0.001 -0.003 -0.002
H 2.334 0.136 -1.793 0.005 0.009 0.009
H 2.481 4.423 0.055 0.004 0.002 0.026
H -2.837 -5.170 -3.787 -0.008 0.006 0.010
H -2.166 2.613 -2.342 -0.001 0.008 -0.005
H -2.819 -3.549 -3.610 0.012 0.001 -0.002
H 6.394 -2.625 -2.362 0.000 0.000 -0.005
H -4.612 -4.551 1.855 -0.188 0.125 -0.272
H 2.086 5.179 4.012 -0.003 -0.003 0.010
H 1.227 5.541 -3.874 0.000 0.006 0.002
H -2.143 1.421 1.962 0.006 0.000 0.000
H -3.397 1.450 3.218 0.010 -0.012 0.026
H -1.174 1.483 -1.435 0.002 0.028 -0.012
H 2.832 5.722 -2.002 0.001 0.002 -0.003
H -2.000 4.382 -3.781 0.001 0.001 0.003
H -0.633 4.645 -4.864 0.002 0.006 0.002
H -4.856 -0.484 3.343 -0.006 -0.013 0.008
H 1.724 0.930 4.435 0.002 -0.002 0.004
H -1.760 0.918 3.620 0.042 -0.003 -0.002
H -2.013 2.773 -0.592 0.003 0.006 0.008
H -1.295 -5.540 -2.186 0.016 -0.003 -0.035
H -0.551 -3.952 -4.500 0.027 0.010 0.007
H 4.054 0.797 -3.435 0.001 -0.001 -0.002
H 1.153 5.035 1.761 -0.005 0.007 -0.022
H 4.676 -3.287 -0.720 -0.010 0.008 0.014
H -0.034 1.877 0.339 -0.011 0.024 0.000
H 2.390 3.134 5.394 0.009 0.000 -0.004
```
Positions in Å, forces in eV/Å.


(2)
Molecular formula: C6H10N3S
Method: DFT, wB97M-V/def2-TZVPD

Results
Net charge: +1
SMILES: c1c[nH][n+]([C@H]2NCCS2)c1
E: -21681.3418 eV
ΔE to the lowest compared entry with this formula, charge and spin: 1.614 eV

The geometry in XYZ format:
```
20
Properties=species:S:1:pos:R:3:forces:R:3
S 1.437 1.610 -0.204 0.470 0.085 -1.135
N 1.165 -0.697 0.857 0.804 -2.114 0.566
N -1.578 -0.881 -0.063 0.535 1.098 0.338
N -1.055 0.277 0.436 0.694 0.657 -0.827
C -1.942 1.261 0.244 1.061 -1.697 0.879
C 0.571 0.525 0.861 -0.741 0.385 0.456
C 2.282 0.204 -1.035 2.250 0.416 0.665
C -3.143 0.685 -0.255 0.837 2.184 0.430
C -2.829 -0.658 -0.499 0.052 2.322 0.730
C 2.430 -0.846 0.094 -2.150 0.847 -1.213
H 3.271 -0.540 0.742 -0.047 -1.104 -0.519
H -1.497 2.222 0.537 -1.285 -0.085 -0.235
H 1.694 -0.191 -1.876 0.526 0.383 0.093
H -3.955 1.453 -0.310 0.098 -1.873 -0.562
H -0.934 -1.566 -0.420 0.149 -0.404 0.369
H 2.284 -1.799 -0.471 1.475 0.243 1.180
H 1.182 -1.201 1.744 -0.167 0.317 -0.303
H 3.403 0.500 -1.250 -2.563 -0.277 -0.352
H -3.389 -1.408 -0.959 -0.724 -1.049 -0.483
H 0.604 1.048 1.827 -1.274 -0.335 -0.075
```
Positions in Å, forces in eV/Å.


(3)
Molecular formula: C4H4N4O
Method: DFT, wB97M-V/def2-TZVPD

Results
SMILES: N#CCN(CC#N)N=O
E: -12216.5210 eV
ΔE to the lowest compared entry with this formula, charge and spin: 3.989 eV

The geometry in XYZ format:
```
13
Properties=species:S:1:pos:R:3:forces:R:3
O -1.217 1.918 -1.451 1.457 -2.024 3.853
N 0.007 -1.237 3.184 1.441 3.070 -5.191
N 1.605 -1.400 -2.124 -2.076 1.096 1.604
N -0.379 0.449 0.118 -1.105 -0.524 -3.921
N -0.739 1.728 -0.309 0.041 0.978 -1.460
C -0.574 -0.642 -0.903 -1.761 0.289 1.675
C 0.291 -0.607 2.197 -1.359 -3.013 4.959
C 0.669 -1.009 -1.538 2.155 -1.349 -2.195
C 0.668 0.307 1.104 -0.228 0.966 0.539
H 0.661 1.303 1.521 0.379 0.439 0.551
H -1.406 -0.334 -1.597 1.283 -0.050 0.410
H 1.716 0.121 0.774 -0.885 -0.174 -0.370
H -1.017 -1.494 -0.334 0.657 0.295 -0.454
```
Positions in Å, forces in eV/Å.


(4)
Molecular formula: C19H25N3O6S
Method: DFT, wB97M-V/def2-TZVPD

Results
SMILES: COc1ccc(OC)c(NC(=O)C2CCN(S(=O)(=O)c3c(C)noc3C)CC2)c1
E: -47697.8621 eV
ΔE to the lowest compared entry with this formula, charge and spin: 2.713 eV

The geometry in XYZ format:
```
54
Properties=species:S:1:pos:R:3:forces:R:3
S -4.380 -1.295 0.015 0.087 0.637 0.193
O 2.426 2.416 -0.293 0.145 -0.527 0.036
O 2.258 -2.446 -0.252 0.149 -0.220 0.052
O -4.868 -1.735 -1.262 0.126 0.167 -0.003
O 6.823 -0.851 0.467 0.010 0.251 -0.004
O -4.786 -2.010 1.188 0.189 -0.068 0.078
O -5.009 2.358 1.236 0.416 -0.671 0.815
N -2.705 -1.205 0.030 -0.917 -0.008 0.163
N -5.437 2.522 -0.044 -0.477 0.268 -1.260
N 2.049 -0.182 -0.301 -0.112 0.608 -0.030
C 4.433 -0.600 0.086 0.220 -0.250 0.039
C -2.170 -0.670 -1.203 0.206 0.419 -0.418
C 1.577 -1.449 -0.373 -0.506 -0.079 -0.206
C 5.713 -0.089 0.276 -0.115 0.426 -0.025
C 5.904 1.290 0.277 0.130 -0.340 0.027
C -4.776 0.411 0.240 0.126 -0.141 0.357
C -4.100 0.650 2.728 -0.040 0.216 0.064
C 2.572 3.815 -0.319 -0.035 0.241 -0.012
C -2.043 -2.428 0.444 0.125 -0.482 0.447
C -5.311 1.377 -0.660 0.162 -0.017 0.451
C -4.613 1.096 1.417 -0.013 -0.439 -0.434
C 6.678 -2.253 0.473 -0.010 -0.190 0.002
C 3.362 0.260 -0.102 0.183 0.290 0.035
C 4.836 2.150 0.091 -0.221 0.017 -0.035
C -0.564 -2.146 0.682 -0.165 -0.124 -0.278
C -0.694 -0.319 -1.006 -0.199 -0.261 -0.109
C -5.681 1.175 -2.080 -0.089 0.153 -0.170
C 3.559 1.651 -0.100 -0.062 -0.128 -0.006
C 0.067 -1.579 -0.598 0.157 0.044 0.254
H 2.955 4.196 0.633 0.000 -0.021 -0.037
H 3.233 4.134 -1.131 -0.010 -0.018 0.036
H 1.404 0.585 -0.420 -0.055 -0.187 -0.017
H -2.749 0.222 -1.450 0.119 0.027 -0.148
H 7.678 -2.650 0.639 -0.093 -0.024 -0.014
H -4.961 1.674 -2.727 0.032 -0.016 -0.074
H 6.294 -2.620 -0.483 -0.002 0.005 0.032
H -0.046 -2.332 -1.387 0.077 0.047 0.032
H -2.156 -3.208 -0.323 0.040 -0.022 0.058
H -4.298 -0.413 2.834 0.008 0.040 0.100
H -0.457 -1.422 1.492 0.016 0.021 0.078
H -0.300 0.096 -1.936 0.005 0.064 0.014
H -5.690 0.111 -2.302 -0.060 0.082 -0.103
H 1.573 4.213 -0.490 0.098 0.036 0.016
H -4.577 1.213 3.526 -0.013 -0.013 0.076
H -3.024 0.813 2.784 0.077 0.010 0.013
H 5.019 3.212 0.097 -0.024 0.111 -0.006
H -6.658 1.610 -2.273 -0.055 -0.006 -0.059
H 6.898 1.677 0.425 0.130 0.053 0.020
H -2.287 -1.392 -2.024 0.017 0.075 0.024
H -0.053 -3.066 0.967 -0.007 0.018 0.014
H 4.238 -1.657 0.076 0.011 -0.047 0.004
H -0.637 0.435 -0.218 0.054 0.103 0.002
H 6.016 -2.584 1.279 0.008 0.003 -0.032
H -2.539 -2.762 1.355 0.157 -0.134 -0.052
```
Positions in Å, forces in eV/Å.


(5)
Molecular formula: C20H21ClN2O5
Method: DFT, wB97M-V/def2-TZVPD

Results
SMILES: CC(C)COC(=O)NC[C@]12C=C[C@H](O1)[C@@H]1C(=O)N(c3ccc(Cl)cc3)C(=O)[C@@H]12
E: -46822.1150 eV
ΔE to the lowest compared entry with this formula, charge and spin: 0.080 eV

The geometry in XYZ format:
```
49
Properties=species:S:1:pos:R:3:forces:R:3
Cl -6.237 1.267 0.816 -0.246 -0.030 0.059
O -0.502 4.216 -0.724 -0.057 0.183 0.057
O 2.031 2.611 1.296 -0.275 -0.119 0.288
O 0.547 -1.715 1.948 -0.378 -0.066 0.187
O 0.061 -0.291 -0.598 -0.193 -0.113 -0.020
O 1.488 -2.923 0.275 0.195 0.132 -0.178
N -0.512 1.931 -0.457 -0.516 -0.124 0.132
N 2.434 -1.017 0.899 0.285 0.028 -0.235
C -3.838 2.472 1.049 -0.072 -0.087 -0.035
C 0.073 3.163 -0.696 0.431 0.027 -0.308
C -4.563 1.458 0.442 0.294 0.023 -0.071
C 0.370 0.868 -0.571 0.435 0.109 -0.246
C 2.496 0.247 1.578 -0.075 0.227 0.251
C -0.536 -3.335 -1.862 0.005 0.139 0.293
C -3.961 0.597 -0.461 -0.095 0.090 0.086
C 3.801 3.247 -0.004 -0.047 -0.048 0.212
C -0.821 -3.471 -0.369 0.250 -0.093 -0.063
C 0.446 -3.892 0.381 -0.583 -0.073 0.189
C -2.497 2.622 0.752 0.085 -0.111 -0.083
C -1.930 -4.485 -0.111 0.240 0.227 0.068
C -1.890 1.768 -0.160 -0.370 -0.036 0.063
C 1.389 -1.868 1.101 0.446 -0.047 0.058
C 1.556 2.937 -0.925 -0.019 0.287 0.247
C 2.344 3.542 0.280 0.117 0.299 -0.422
C 3.942 1.950 0.229 -0.190 0.178 0.197
C -2.623 0.756 -0.769 0.084 0.109 0.012
C 1.764 1.440 -0.704 0.080 -0.217 0.142
C 2.565 1.460 0.661 0.189 -0.486 -0.256
H -2.149 0.088 -1.470 0.033 -0.029 -0.040
H 0.214 -4.047 1.440 0.069 -0.049 -0.138
H -4.317 3.134 1.753 -0.060 0.042 0.055
H -4.536 -0.189 -0.924 -0.069 -0.058 -0.030
H -1.923 3.404 1.223 0.038 0.059 0.028
H 0.243 -2.595 -2.022 0.076 0.064 -0.115
H -1.431 -3.015 -2.390 -0.088 0.029 -0.125
H 4.508 3.968 -0.361 0.253 0.116 -0.146
H 4.797 1.315 0.118 0.298 -0.131 -0.119
H -2.152 -4.550 0.951 -0.082 -0.061 0.127
H 2.322 0.912 -1.477 -0.138 0.014 0.023
H 1.587 0.318 2.184 0.159 0.031 -0.051
H -1.123 -2.495 0.021 0.012 -0.065 0.027
H 0.866 -4.806 -0.045 -0.045 0.045 0.032
H 3.361 0.283 2.253 -0.170 0.048 0.000
H 3.074 -1.225 0.152 -0.073 -0.096 0.035
H 2.063 4.554 0.554 -0.016 -0.021 0.007
H -0.209 -4.286 -2.277 0.024 -0.136 -0.097
H -2.837 -4.191 -0.633 -0.116 -0.023 -0.051
H 1.879 3.339 -1.883 -0.106 -0.023 0.007
H -1.635 -5.472 -0.464 -0.015 -0.164 -0.052
```
Positions in Å, forces in eV/Å.